{"formula": "C14H14BrN3O", "method": "the ωB97M-V functional and the def2-TZVPD basis", "symbols": ["Br", "N", "N", "N", "O", "C", "C", "C", "C", "C", "C", "C", "C", "C", "C", "C", "C", "C", "C", "H", "H", "H", "H", "H", "H", "H", "H", "H", "H", "H", "H", "H", "H"], "coordinates": [[5.077, 4.849, -2.209], [0.948, -0.596, -0.556], [-0.695, -0.717, 1.617], [-1.707, -2.723, 0.775], [-0.003, -1.678, -0.401], [1.022, 0.107, -1.694], [-0.789, -1.725, 0.748], [-1.620, -0.709, 2.547], [-2.609, -2.691, 1.749], [-2.572, -1.669, 2.671], [3.054, 3.046, -3.075], [3.734, 2.625, -0.842], [2.119, 2.030, -2.993], [2.820, 1.567, -0.761], [3.838, 3.379, -2.003], [1.979, 1.260, -1.838], [0.009, -0.159, -2.805], [-1.619, 0.409, 3.514], [-3.750, -3.673, 1.913], [-3.295, -1.671, 3.476], [3.195, 3.664, -3.948], [4.377, 2.813, 0.032], [1.544, 1.797, -3.895], [2.748, 0.987, 0.163], [-0.805, -0.876, -2.497], [-0.471, 0.750, -3.061], [0.432, -0.625, -3.688], [-1.443, 1.406, 3.035], [-0.865, 0.194, 4.289], [-2.598, 0.483, 3.959], [-3.697, -4.381, 1.071], [-4.743, -3.213, 1.868], [-3.616, -4.258, 2.839]], "atomic_forces_ev_per_a": [[-0.50, -0.71, 0.31], [1.09, 2.07, -0.48], [0.73, -0.72, -1.70], [1.03, 0.16, -1.00], [-0.33, 0.18, -1.02], [-2.64, -2.83, 1.56], [-0.41, 0.94, -0.11], [-0.03, 0.78, 0.88], [-0.17, 0.57, 0.47], [-0.73, -0.69, 0.35], [-0.11, 0.65, -0.40], [0.34, -0.24, 0.91], [-0.46, -0.74, -0.69], [0.23, 0.44, 0.13], [0.43, -0.10, 0.60], [0.41, -0.66, 1.01], [-0.33, -1.50, 0.93], [0.38, 1.26, 0.15], [0.82, -1.17, -1.22], [-0.02, 0.27, -0.01], [-0.34, -0.26, -0.37], [-0.36, 0.06, -0.57], [0.08, 0.09, 0.42], [0.02, 0.20, -0.41], [1.01, 0.77, 0.10], [-0.39, 1.01, -0.49], [0.40, 0.20, -0.22], [0.27, -1.00, 0.33], [-0.24, 0.41, -0.21], [-0.24, -0.05, 0.46], [-0.11, 0.08, 0.32], [0.37, 0.16, 0.26], [-0.20, 0.38, -0.28]], "mulliken_charge": [-0.19, -0.52, -0.43, -0.58, -0.26, 0.74, 0.40, 0.63, 0.68, -0.29, -0.56, -0.33, -0.34, -0.41, -0.02, 0.39, -1.25, -1.19, -1.25, 0.34, 0.39, 0.36, 0.32, 0.40, 0.31, 0.38, 0.35, 0.33, 0.25, 0.35, 0.36, 0.33, 0.31], "total_energy_ev": -91303.449, "gap_ev": 8.99, "smiles": "C/C(=N\\Oc1nc(C)cc(C)n1)c1ccc(Br)cc1", "e_lumo_ev": 0.126, "max_force_ev_per_a": 4.174, "homo_energy_ha": -0.3258}